[1]
86
Properties=species:S:1:pos:R:3:forces:R:3 method="wB97M-V/def2-TZVPD" total_energy_ha=-1965.06065 spin_multiplicity=1 homo_ev=-8.059
C -3.518248 -2.165461 -2.397232 -0.1 0.5 -0.3
B -3.358595 -0.655587 -2.023819 0.2 0.0 0.4
C -4.562034 0.203859 -1.415180 -0.2 -0.5 -0.5
C -5.511890 0.485260 -2.528549 -0.2 2.1 -0.5
O -5.755769 1.559274 -3.027434 0.4 -1.9 0.5
F -6.084173 -0.631617 -3.008498 -0.2 0.0 -0.1
B -1.874593 0.121398 -2.356708 0.0 -0.1 -0.3
O -0.947995 0.538331 -1.405119 0.0 -0.5 -0.2
O -1.566046 0.310932 -3.680163 0.1 0.5 0.7
H -4.517425 -2.432444 -2.717662 -0.3 -0.1 0.1
H -2.837988 -2.418286 -3.200227 0.3 -0.2 -0.2
H -3.265297 -2.816435 -1.566900 0.1 -0.1 0.3
H -5.108996 -0.382894 -0.684167 -0.1 -0.2 0.2
H -4.263941 1.146834 -0.997246 0.1 0.4 0.2
H -1.243577 1.368136 -1.034711 0.1 0.4 0.4
H -2.402129 0.355626 -4.143420 -0.1 -0.5 -0.8
C 0.512165 -3.063076 2.133737 0.0 0.1 0.0
C -0.530027 -3.934028 1.717056 -0.1 -0.1 0.1
C -1.306684 -3.240301 0.826400 0.0 0.1 0.0
N -0.775162 -1.986263 0.691428 -0.1 -0.1 0.0
C 0.331602 -1.871633 1.481069 0.0 0.1 0.0
H 1.302723 -3.288191 2.829988 0.0 0.0 0.0
H -0.689565 -4.951880 2.032784 0.0 0.0 0.0
H -2.185792 -3.534523 0.281550 0.0 -0.1 0.0
H -1.133939 -1.252661 0.104228 0.1 0.1 -0.1
H 0.894264 -0.953694 1.509289 0.0 0.0 0.0
C 2.979394 2.699042 3.371217 0.0 0.0 -0.1
C 1.679509 2.255379 3.740082 0.0 0.0 0.0
C 1.718511 0.889065 3.797409 0.0 -0.1 0.0
N 2.989291 0.489473 3.475684 -0.1 0.1 0.0
C 3.762472 1.584499 3.215660 0.1 0.0 0.1
H 3.300236 3.719230 3.235896 0.0 0.0 0.1
H 0.817392 2.868548 3.939609 0.0 0.0 0.0
H 0.954195 0.168497 4.034892 0.0 0.0 0.0
H 3.304196 -0.461537 3.431212 0.0 0.0 0.0
H 4.798428 1.477492 2.943218 0.0 0.0 0.0
C -4.351948 -7.015194 3.984054 0.0 0.0 0.0
C -3.571040 -6.961452 5.169796 0.0 0.0 0.0
C -2.861538 -5.790740 5.137614 0.0 0.0 0.0
N -3.181835 -5.137703 3.979946 0.0 0.0 0.0
C -4.090182 -5.875069 3.272292 0.0 0.0 0.0
H -5.027363 -7.799925 3.688780 0.0 0.0 0.0
H -3.534982 -7.697303 5.954860 0.0 0.0 0.0
H -2.159710 -5.368986 5.835797 0.0 0.0 0.0
H -2.803448 -4.254411 3.689784 0.1 0.0 0.0
H -4.470571 -5.527463 2.327497 0.0 0.0 0.0
C -3.878700 0.124680 -8.542717 0.0 0.0 0.0
C -2.666037 0.539726 -7.929251 0.0 -0.1 0.0
C -2.981226 1.009020 -6.683680 -0.2 0.0 0.1
N -4.339597 0.898531 -6.522235 0.1 -0.1 0.0
C -4.890879 0.357273 -7.650506 0.0 0.0 0.0
H -3.993977 -0.295018 -9.527308 0.0 0.0 0.0
H -1.677709 0.497792 -8.353684 0.0 0.0 0.0
H -2.360219 1.420204 -5.906725 0.1 0.1 -0.1
H -4.855330 1.177263 -5.706922 -0.1 0.1 0.0
H -5.950842 0.187225 -7.721975 0.0 0.0 0.0
C 4.618063 1.505872 -1.938462 0.0 0.0 0.0
C 5.904766 1.924403 -1.505404 0.0 -0.1 0.1
C 5.756856 2.465453 -0.256179 0.0 0.0 0.0
N 4.431266 2.396388 0.077847 0.1 0.0 -0.1
C 3.731687 1.811624 -0.939696 0.0 0.0 0.0
H 4.371231 1.037294 -2.876122 0.0 0.0 0.0
H 6.830041 1.837654 -2.048714 0.0 0.0 0.0
H 6.477602 2.893753 0.419122 0.0 0.0 0.0
H 4.031031 2.721770 0.939071 -0.1 -0.1 0.0
H 2.668006 1.662504 -0.867276 0.0 0.0 0.0
C 5.668445 4.443279 -3.813654 0.0 0.2 -0.1
C 6.326285 5.668531 -4.111269 0.0 0.0 0.0
C 6.437603 5.754886 -5.473498 0.0 0.0 0.0
N 5.873036 4.630567 -6.010168 0.0 0.0 0.1
C 5.399806 3.828062 -5.006003 0.0 0.0 0.0
H 5.419504 4.062839 -2.841432 0.0 0.0 0.1
H 6.678326 6.401166 -3.404883 0.0 0.0 0.0
H 6.866818 6.514815 -6.103179 0.0 0.0 0.0
H 5.815507 4.425119 -6.988637 0.0 0.0 -0.1
H 4.914756 2.892822 -5.225763 0.0 0.0 0.0
C -1.057388 0.189389 8.268737 0.0 0.0 0.0
C -0.390633 1.444649 8.233733 0.0 0.0 0.0
C 0.723821 1.294145 7.453090 0.0 0.0 0.0
N 0.757287 -0.001862 7.018775 -0.1 0.0 0.1
C -0.325090 -0.681813 7.508668 0.0 0.0 0.0
H -1.969003 -0.045233 8.791340 0.0 0.0 0.0
H -0.695672 2.352941 8.724740 0.0 0.0 0.0
H 1.491113 1.993072 7.168847 0.0 0.0 0.0
H 1.467544 -0.391959 6.430369 0.1 0.0 0.0
H -0.479994 -1.720943 7.275213 0.0 0.0 0.0


[2]
14
Properties=species:S:1:pos:R:3:forces:R:3 method="wB97M-V/def2-TZVPD" total_energy_ha=-742.73959 spin_multiplicity=1 de_lowest_kj_mol=118.9 homo_ev=-8.615
C 1.394429 0.810756 -0.457059 0.1 0.2 0.1
C 0.733647 -0.313767 -0.246415 -0.1 -0.2 0.0
S 0.600103 -1.913628 -0.930926 0.0 0.3 0.1
C -1.197905 -1.901026 -0.409582 0.0 -0.3 0.5
O -1.553394 -0.589627 -0.073651 -0.1 -0.1 -0.1
C -0.454646 -0.036871 0.638367 0.0 -0.6 0.3
O -0.536137 1.329854 0.780583 0.1 0.1 -0.1
C 0.666488 1.920685 0.262686 0.3 0.3 0.1
H 2.248796 0.968759 -1.105082 -0.1 0.0 0.1
H -1.827374 -2.259970 -1.214360 0.0 0.1 -0.2
H -1.298349 -2.596209 0.441961 0.1 0.3 -0.1
H -0.413903 -0.544255 1.631354 0.1 0.2 -0.4
H 1.224378 2.382879 1.091860 0.0 -0.3 -0.1
H 0.413868 2.742421 -0.409737 -0.1 -0.1 -0.1


[3]
9
Properties=species:S:1:pos:R:3:forces:R:3 method="wB97M-V/def2-TZVPD" total_energy_ha=-1414.93419 spin_multiplicity=1 de_lowest_kj_mol=239.8 homo_ev=-9.343
O -1.754931 1.981172 -0.823400 -2.1 1.2 -1.5
P -0.925725 1.620514 0.303873 2.0 -0.9 0.4
C 0.083366 0.285048 -0.583844 4.3 0.0 5.5
C 0.627178 -0.817519 0.661661 -2.5 3.9 -2.5
Cl -0.941577 -0.966752 1.539974 0.2 -0.7 0.6
Cl 1.115803 -2.248304 -0.145809 0.7 -0.6 0.5
H 1.042041 0.536456 -1.048535 -0.4 0.5 -0.3
H -0.541133 -0.207314 -1.190384 -2.3 -2.0 -2.3
H 1.294978 -0.183301 1.286465 0.0 -1.4 -0.3


[4]
72
Properties=species:S:1:pos:R:3:forces:R:3 method="wB97M-V/def2-TZVPD" charge=+2 total_energy_ha=-3098.72180 spin_multiplicity=1 de_lowest_kj_mol=0.0 homo_ev=-13.939
Ce -12.654327 -12.999171 -9.282827 -0.2 -0.7 -0.6
C -15.550650 -13.275001 -5.500099 0.3 0.3 -0.8
C -16.810676 -13.018708 -6.009019 -0.3 0.0 -0.5
C -16.983038 -13.044031 -7.414113 0.5 0.4 -0.5
C -15.891638 -13.116658 -8.291078 0.7 -0.5 3.1
N -14.610281 -13.207634 -7.711432 -2.0 0.5 -2.0
C -14.472832 -13.303008 -6.405974 -0.7 0.0 0.0
C -16.016561 -13.203642 -9.752706 1.2 -0.3 0.9
C -17.193829 -13.061461 -10.403019 -0.5 0.5 -1.1
C -17.145951 -12.965246 -11.804277 -0.3 -0.7 1.1
C -16.009885 -13.330052 -12.482840 0.4 0.0 0.8
C -14.909262 -13.671706 -11.718494 1.2 -0.8 -0.6
N -14.882181 -13.512180 -10.399021 0.4 0.2 0.1
C -13.678434 -14.349041 -12.311528 -0.3 1.1 1.7
C -13.715310 -15.069171 -13.486200 -0.1 0.5 0.2
C -12.549393 -15.696528 -13.842539 0.3 0.5 -0.1
C -11.397313 -15.517933 -13.126455 0.4 -0.9 -0.6
C -11.444422 -14.811908 -11.968864 0.0 0.7 0.9
N -12.552793 -14.239448 -11.511731 -1.8 -0.2 -1.2
H -15.360591 -13.428639 -4.459016 0.0 0.2 0.4
H -17.681269 -12.774979 -5.368539 0.7 -0.6 -0.4
H -17.974987 -12.986787 -7.851610 0.1 0.1 0.4
H -13.441563 -13.374887 -6.115677 0.2 -0.2 0.6
H -18.102554 -13.007040 -9.830801 -0.3 0.4 -0.3
H -18.049560 -12.733859 -12.294834 -0.8 0.3 -0.8
H -15.906272 -13.399345 -13.535191 -0.4 0.1 -0.8
H -14.547585 -15.116656 -14.185302 -0.1 0.0 0.6
H -12.535737 -16.223198 -14.744749 0.1 -0.9 -1.2
H -10.470370 -15.954040 -13.465647 0.1 0.0 0.1
H -10.574925 -14.646799 -11.377061 0.6 0.0 0.3
C -8.675124 -6.398369 -10.036930 0.8 0.1 2.1
C -8.691500 -7.895765 -9.790931 -0.2 2.5 1.0
C -8.811572 -8.681243 -10.875719 0.1 -0.4 -3.5
C -9.178005 -10.001658 -10.775098 -0.1 -0.1 1.7
C -9.335902 -10.461179 -9.471904 0.1 -1.3 0.5
C -9.006404 -9.738949 -8.300573 -0.4 -1.6 -1.1
C -8.771762 -8.406923 -8.511253 0.5 -0.2 1.3
S -9.738670 -12.198677 -9.400584 1.3 1.2 0.5
O -10.664732 -12.494119 -10.508586 -1.4 0.3 -0.6
O -8.550970 -12.974304 -9.515216 0.3 -0.4 0.7
N -10.662133 -12.420459 -8.099388 0.6 -1.1 0.9
C -10.182766 -13.506700 -7.168789 0.1 0.2 -0.8
C -11.160672 -14.674958 -7.131590 -0.8 0.5 -0.1
O -12.211125 -14.590168 -8.056606 1.4 0.3 0.3
O -11.142404 -15.494264 -6.283255 0.1 -0.6 0.1
H -9.543150 -6.195072 -10.590502 -1.3 0.5 -0.7
H -7.847163 -6.078214 -10.657065 0.4 0.1 0.1
H -8.732737 -5.806897 -9.061817 0.3 -0.8 -1.4
H -8.654496 -8.211202 -11.889043 -0.3 -0.6 1.2
H -9.359947 -10.712761 -11.551247 0.0 0.2 -0.8
H -8.879571 -10.274237 -7.337345 -0.4 0.7 -0.6
H -8.591733 -7.826980 -7.616456 0.1 0.5 -0.2
H -10.055023 -13.211567 -6.127525 -0.2 0.5 -0.1
H -9.185191 -13.843431 -7.475789 -0.2 -0.2 -0.1
N -12.140058 -10.220399 -6.893039 1.1 -0.8 0.0
C -13.034907 -9.644928 -7.661866 -0.8 0.0 -1.0
S -13.336244 -10.339058 -9.232501 -0.1 0.4 0.1
N -13.701608 -8.562228 -7.248011 0.5 1.0 0.9
C -14.855999 -7.942972 -7.874062 -0.1 -0.2 -1.4
C -15.954519 -8.738179 -8.177605 -0.4 1.0 0.8
C -17.084610 -8.173386 -8.751890 -0.1 0.1 -0.3
C -17.117514 -6.817426 -9.081858 1.6 -0.4 0.1
C -15.977519 -6.024402 -8.877463 -0.6 -0.4 0.0
C -14.853567 -6.613246 -8.337659 1.5 0.2 1.4
H -11.441727 -10.913814 -7.262857 -0.8 0.6 0.0
H -11.953540 -9.854501 -5.990729 0.1 0.4 0.8
H -13.298804 -8.045165 -6.433231 -0.6 -0.7 -1.0
H -16.070068 -9.723356 -7.790266 0.4 -0.8 0.1
H -17.915325 -8.865494 -8.921273 0.1 0.6 0.0
H -17.913702 -6.361606 -9.587764 -1.3 0.3 -0.4
H -15.982767 -4.955866 -9.128976 0.1 -0.6 0.0
H -13.968472 -5.976918 -8.141649 -0.5 -0.5 -0.2


[5]
92
Properties=species:S:1:pos:R:3:forces:R:3 method="wB97M-V/def2-TZVPD" charge=-1 total_energy_ha=-5564.98986 spin_multiplicity=1 homo_ev=-4.749
Be 1.011896 -1.367189 -0.640616 0.3 0.1 -0.2
O -0.815316 1.812211 1.248240 0.0 0.2 0.0
C -0.682170 1.434526 2.560382 -0.1 0.0 -0.1
C -1.744341 1.186303 3.415279 0.0 0.0 0.0
C -1.482131 0.821037 4.730981 0.0 0.0 0.0
C -0.178720 0.712638 5.182007 0.0 0.0 -0.1
C 0.870590 0.933077 4.296659 0.0 -0.1 0.1
C 0.643412 1.273664 2.969999 0.2 0.1 0.1
P 1.929250 1.448084 1.659045 -0.2 -0.1 0.0
C 1.906192 3.269128 1.445252 0.0 0.0 0.0
C 1.853287 3.743041 0.137797 0.1 0.0 0.0
C 1.797033 5.110453 -0.111008 0.0 0.0 0.0
C 1.792281 6.008127 0.945039 0.0 0.0 0.0
C 1.842649 5.541237 2.255060 0.0 0.0 0.0
C 1.897644 4.179207 2.501786 -0.1 0.0 0.0
C 3.464611 1.147473 2.611656 0.1 0.1 -0.1
C 4.494033 2.080350 2.711404 0.0 0.0 0.0
C 5.699475 1.745377 3.316172 0.0 0.0 0.0
C 5.895667 0.472501 3.827878 0.0 0.0 0.0
C 4.884226 -0.474013 3.715311 0.0 0.0 0.0
C 3.687072 -0.143184 3.102606 0.0 0.0 -0.1
C -2.025055 2.115965 0.666147 0.1 -0.1 0.2
C -2.833666 3.131986 1.164999 0.0 0.0 0.0
C -4.026166 3.417009 0.525072 0.0 0.0 0.0
C -4.404176 2.697380 -0.606276 0.0 0.0 0.1
C -3.568799 1.714596 -1.105257 0.0 0.0 0.0
C -2.357356 1.414165 -0.483744 0.1 0.1 -0.1
P -1.196695 0.124801 -1.115728 -0.3 -0.7 0.1
C -2.331349 -1.305839 -0.814394 0.0 0.1 0.0
C -3.248834 -1.841940 -1.712411 0.0 0.0 0.0
C -4.040150 -2.923755 -1.346555 0.0 0.0 0.0
C -3.930949 -3.476699 -0.078173 0.0 0.0 0.0
C -3.035076 -2.935688 0.832574 0.0 0.0 0.0
C -2.245379 -1.858274 0.462902 0.0 0.0 0.0
C -1.272600 0.436013 -2.912106 -0.1 0.2 0.1
C -1.232547 1.756879 -3.358685 0.0 0.0 -0.1
C -1.176509 2.043600 -4.712491 0.0 0.0 0.0
C -1.150591 1.013239 -5.643799 0.0 0.0 0.0
C -1.167127 -0.302557 -5.207673 0.0 0.0 0.0
C -1.226195 -0.588352 -3.850301 0.1 0.0 0.0
H -2.762739 1.252795 3.063936 -0.1 0.0 -0.1
H -2.311008 0.619020 5.397518 0.0 0.0 0.0
H 0.027879 0.438949 6.207929 0.0 0.0 0.0
H 1.888221 0.817008 4.645415 0.0 0.0 0.0
H 1.857730 3.035130 -0.685908 0.0 0.0 0.0
H 1.757889 5.468602 -1.131949 0.0 0.0 0.0
H 1.747160 7.072946 0.752056 0.0 0.0 0.0
H 1.833323 6.241205 3.081530 0.0 0.0 0.0
H 1.926209 3.814772 3.522960 0.0 0.0 0.0
H 4.359319 3.076970 2.310492 0.0 0.0 0.0
H 6.487597 2.485282 3.383306 0.0 0.0 0.0
H 6.833949 0.213572 4.302008 0.0 0.0 0.0
H 5.032454 -1.478756 4.089980 0.0 0.0 0.0
H 2.920582 -0.902131 2.990810 0.0 0.0 0.0
H -2.516009 3.692272 2.033696 0.0 0.0 0.1
H -4.660466 4.206105 0.908181 0.0 0.0 0.0
H -5.343203 2.908918 -1.100471 0.0 0.0 0.0
H -3.853394 1.169072 -1.997490 0.0 0.0 0.0
H -3.351892 -1.424947 -2.706156 0.0 0.0 0.0
H -4.740398 -3.339160 -2.061539 0.0 0.0 0.0
H -4.531263 -4.334499 0.196834 0.0 0.0 0.0
H -2.923561 -3.373862 1.816817 0.0 0.0 0.0
H -1.532236 -1.453215 1.172956 0.0 0.0 0.0
H -1.231254 2.570333 -2.642352 0.0 0.0 0.0
H -1.140750 3.075133 -5.040672 0.0 0.0 0.0
H -1.106477 1.236385 -6.702374 0.0 0.0 0.0
H -1.120090 -1.117556 -5.919742 0.0 0.0 0.0
H -1.198445 -1.616370 -3.521552 0.0 0.0 0.0
C 3.701516 -0.497358 -1.263755 0.0 -0.1 0.0
C 2.201295 -0.301135 -1.468638 -0.1 0.1 0.0
O 1.868581 0.579428 -2.265153 0.0 0.0 0.1
H 4.274487 0.064816 -2.004942 0.0 0.0 0.0
H 3.955609 -1.560680 -1.309411 0.0 0.0 0.0
H 3.971034 -0.164960 -0.255730 0.0 0.0 0.0
Br -2.218974 -7.720815 -4.154968 0.0 0.0 0.0
C -1.204614 -6.123840 -4.030278 0.0 0.0 0.0
C -0.662810 -5.572405 -5.180911 0.0 0.0 0.0
N 0.045607 -4.448453 -5.169999 0.0 0.0 0.0
C 0.225243 -3.840599 -3.996505 0.0 0.0 0.0
C -0.273221 -4.332622 -2.795836 0.0 0.0 0.0
C -1.004794 -5.509871 -2.811191 0.0 0.0 0.0
C -0.039450 -3.631811 -1.477606 -0.1 0.1 0.1
O -0.218010 -4.231927 -0.436594 0.0 -0.1 0.0
O 0.327790 -2.395316 -1.618413 0.2 -0.1 -0.2
H -0.807223 -6.058068 -6.138989 0.0 0.0 0.0
H 0.787943 -2.915301 -4.001371 0.0 0.0 0.0
H -1.392859 -5.909174 -1.883775 0.0 0.0 0.0
N 1.164335 -1.839205 0.923916 -0.1 0.1 0.0
C 0.961796 -2.487442 1.875835 -0.1 0.2 -0.2
N 0.888886 -3.120619 2.961900 0.4 -0.1 0.4
C -0.160355 -3.695992 3.497631 -0.3 0.1 -0.1
N -1.038356 -4.207200 4.053531 0.0 0.0 0.0